[1]
Below is the molecule C5H9NO, with properties calculated with ωB97M-V with the def2-TZVPD basis set.

Last column: Mulliken charge in e.
Element x y z (Å)
1 C -2.214442 -0.471562 -0.099805  -0.943
2 C -1.500513 0.482147 0.787054  0.027
3 N -0.506850 0.041151 1.438444  -0.498
4 C 0.626148 0.721162 0.830886  -0.803
5 C 0.926166 0.045457 -0.529085  0.237
6 C 2.253135 -0.537506 -0.714412  -0.471
7 O 1.121448 -1.357958 -0.478079  -0.375
8 H -2.245893 0.008310 -1.090399  0.264
9 H -3.212864 -0.710628 0.237316  0.348
10 H -1.579969 -1.363922 -0.181396  0.288
11 H -1.639514 1.570253 0.639165  0.406
12 H 1.416312 0.488930 1.517503  0.365
13 H 0.526903 1.808573 0.644370  0.359
14 H 0.376348 0.353315 -1.433713  0.317
15 H 2.714890 -0.624612 -1.695793  0.256
16 H 2.938692 -0.453107 0.127937  0.224

Atomic forces in eV per Å
C -0.6 -0.2 0.1
C -0.6 -0.2 -0.1
N -0.1 0.1 -1.4
C 0.9 0.1 0.6
C 0.0 0.3 0.3
C 0.4 0.1 -0.1
O 0.0 -0.2 0.1
H -0.3 -0.1 0.3
H -0.5 -0.2 -0.2
H -0.5 0.2 0.1
H 0.1 -0.1 -0.5
H 1.1 0.4 0.0
H -0.1 -0.2 0.2
H 0.1 0.1 0.6
H -0.1 0.0 0.1
H 0.0 -0.1 -0.2

Properties
Structure (SMILES): C/C=N/C[C@H]1CO1
Orbital gap in eV: 9.3521

***

[2]
Below is the molecule C5H9NO, with properties calculated with ωB97M-V with the def2-TZVPD basis set.

Last column: Mulliken charge in e.
Element x y z (Å)
1 N -1.345341 2.063249 -0.072846  -0.708
2 C -0.569982 1.170539 -0.512620  0.518
3 C 0.897220 1.122958 -0.231729  -0.453
4 C 1.104960 -0.011342 0.784295  -0.610
5 C 0.169326 -1.225544 0.558581  -0.512
6 C -0.783645 -1.184558 -0.657548  -0.427
7 O -1.013876 0.100796 -1.242321  -0.440
8 H -2.303353 1.795909 -0.310629  0.277
9 H 1.425552 0.919473 -1.169500  0.285
10 H 1.245543 2.075817 0.174895  0.317
11 H 0.897404 0.394448 1.779603  0.309
12 H 2.152267 -0.324641 0.784635  0.304
13 H 0.762487 -2.139292 0.471256  0.331
14 H -0.436798 -1.365876 1.458068  0.266
15 H -1.765771 -1.559876 -0.348290  0.240
16 H -0.435993 -1.832059 -1.465850  0.304

Atomic forces in eV per Å
N 0.0 -0.1 -0.2
C 0.0 0.2 0.3
C 0.0 0.0 0.0
C 0.1 -0.1 0.1
C 0.0 -0.1 0.1
C 0.0 -0.3 0.0
O -0.1 0.2 0.1
H 0.0 0.2 0.0
H -0.1 0.0 0.1
H -0.1 -0.2 -0.1
H 0.1 0.0 -0.2
H -0.1 0.0 0.0
H 0.0 0.1 0.0
H 0.0 0.1 -0.1
H 0.1 0.0 -0.1
H 0.1 0.1 0.1

Properties
Structure (SMILES): [H]/N=C1/CCCCO1
Orbital gap in eV: 10.8008

***

[3]
Below is a structure of composition C5H9NO, with properties calculated with ωB97M-V with the def2-TZVPD basis set.

Last column: Mulliken charge in e.
Element x y z (Å)
1 C -0.075587 -2.270752 1.173009  -0.753
2 C -0.729351 -0.558621 -0.979676  -0.520
3 C -0.470086 0.836749 -1.475228  -0.336
4 N 0.619876 0.922819 -0.463664  -0.140
5 C 0.727419 2.059612 0.416048  -0.968
6 C 0.213860 -0.349739 -0.046088  0.416
7 O 0.706743 -1.047169 0.983969  -0.397
8 H -1.127431 -2.054670 1.431735  0.343
9 H 0.431502 -2.761334 1.994856  0.253
10 H -0.084336 -2.945353 0.295898  0.285
11 H -1.156677 -1.411850 -1.471753  0.349
12 H -0.105181 0.941495 -2.498895  0.253
13 H -1.272892 1.557643 -1.280734  0.249
14 H 1.437661 1.825199 1.212370  0.320
15 H 1.116657 2.904718 -0.160016  0.315
16 H -0.232176 2.351253 0.868168  0.331

Atomic forces in eV per Å
C 0.3 0.2 0.1
C -0.2 -0.2 -0.3
C 0.0 0.3 -0.3
N 0.2 -0.1 0.1
C 0.0 0.1 0.2
C -0.2 -0.3 0.1
O -0.8 -0.6 -0.4
H 0.5 0.2 -0.1
H -0.1 -0.2 0.1
H 0.3 0.6 0.2
H -0.2 -0.1 0.2
H 0.0 0.0 0.0
H 0.2 0.0 0.0
H -0.1 0.1 -0.1
H -0.1 -0.1 0.2
H 0.1 0.0 0.0

Properties
Orbital gap in eV: 9.0076

***

[4]
Below is a cluster of 2 separate species, C5H9NO in total, with properties calculated with ωB97M-V with the def2-TZVPD basis set.

Last column: Mulliken charge in e.
Element x y z (Å)
1 C 0.381137 -1.381610 1.332656  -1.014
2 C 0.621862 -0.077170 0.896915  -0.127
3 N 1.636266 0.615959 0.198806  -0.593
4 C 0.220678 0.821263 -0.185778  0.369
5 C -0.192286 0.236012 -1.511636  -0.797
6 C -1.655942 -0.126835 -1.550186  0.018
7 O -2.410958 0.004179 -0.615408  -0.468
8 H -0.584817 -1.827017 1.122933  0.278
9 H 1.186315 -1.972781 1.753709  0.317
10 H 0.228469 -0.151618 2.137671  -0.055
11 H 0.424094 0.990955 2.159302  0.146
12 H 2.008081 1.403319 0.720319  0.376
13 H -0.261797 1.747403 0.112694  0.471
14 H 0.393365 -0.668241 -1.719909  0.374
15 H 0.022477 0.928555 -2.337461  0.345
16 H -2.016945 -0.542373 -2.514629  0.361

Atomic forces in eV per Å
C 0.0 -0.3 -0.2
C -0.1 -0.1 0.0
N 0.2 0.1 0.0
C -0.2 0.1 0.0
C 0.0 0.0 0.1
C -0.2 0.0 0.3
O 0.4 -0.1 -0.4
H 0.1 0.1 0.0
H -0.1 0.1 0.0
H 0.0 0.4 0.2
H 0.0 -0.2 -0.1
H 0.0 -0.1 0.0
H 0.1 -0.1 0.0
H -0.1 0.1 0.0
H -0.1 -0.1 0.1
H 0.0 0.0 0.1

Properties
Orbital gap in eV: 8.3113

***

[5]
Below is a cluster of 2 separate species, C5H9NO in total, with properties calculated with ωB97M-V with the def2-TZVPD basis set.

Last column: Mulliken charge in e.
Element x y z (Å)
1 C -0.826224 -1.941671 0.010617  -0.781
2 C -0.006044 0.613525 -1.007120  0.511
3 C 0.444845 0.375786 0.395839  0.667
4 N 0.209372 1.298889 1.343932  -0.426
5 C -0.058265 1.900598 -1.466901  -1.068
6 C 0.874837 -0.921054 0.680866  -0.975
7 O -0.340966 -0.442689 -1.648185  -0.718
8 H -0.349088 2.107694 1.127087  0.245
9 H 0.622038 1.228729 2.259164  0.214
10 H -0.599817 -2.611400 0.830530  0.385
11 H -1.738057 -1.383183 0.173215  0.300
12 H -0.761849 -2.448829 -0.940434  0.311
13 H 0.336295 2.724667 -0.891525  0.284
14 H -0.359470 2.090224 -2.485515  0.299
15 H 1.097904 -1.184704 1.710413  0.415
16 H 1.454487 -1.406581 -0.091981  0.338

Atomic forces in eV per Å
C 1.4 0.0 1.5
C -0.8 -0.2 -0.9
C -1.0 0.8 0.4
N 0.4 -0.6 -0.5
C 0.3 -0.1 0.4
C -1.2 -1.2 -0.8
O 0.6 0.8 -0.1
H 0.1 0.0 -0.1
H 0.0 0.0 0.0
H -0.3 -0.2 0.2
H 0.2 0.2 -0.1
H 0.3 0.4 0.0
H 0.1 0.1 0.0
H -0.1 0.0 0.0
H -0.1 -0.1 -0.1
H 0.2 0.1 0.0

Properties
Orbital gap (alpha / beta) in eV: 6.9642 / 6.9648

***

[6]
Below is a structure of composition C5H9NO, with properties calculated with ωB97M-V with the def2-TZVPD basis set.

Last column: Mulliken charge in e.
Element x y z (Å)
1 C 0.851553 1.306360 0.575324  -1.326
2 C 0.032156 0.204533 -0.065959  1.540
3 C 1.119575 -1.062177 -0.539434  -1.323
4 C -0.366546 -0.882875 0.729005  -0.854
5 O -2.489501 0.072634 0.400227  -0.633
6 C -2.064426 0.519421 -0.690262  -0.015
7 N -0.796041 0.584256 -1.115979  -0.699
8 H 1.354151 1.887605 -0.201833  0.329
9 H 1.591744 0.931855 1.291919  0.342
10 H 0.158529 1.971101 1.100143  0.354
11 H 1.787380 -1.524743 0.191373  0.379
12 H 0.644405 -1.788275 -1.196683  0.407
13 H 1.718531 -0.386071 -1.154563  0.405
14 H -1.023957 -1.641224 0.329781  0.328
15 H 0.032410 -1.031544 1.731656  0.357
16 H -2.788308 0.943384 -1.403894  0.409

Atomic forces in eV per Å
C 0.0 0.0 0.0
C 0.1 0.0 0.3
C 0.2 -0.3 -0.2
C 0.1 0.0 -0.1
O 0.1 0.1 -0.2
C -0.1 0.0 -0.1
N -0.2 -0.1 0.1
H -0.1 -0.1 0.1
H -0.1 0.0 -0.1
H 0.1 -0.1 -0.1
H -0.1 0.1 -0.1
H 0.0 0.1 0.1
H -0.1 0.0 0.1
H 0.1 0.1 0.0
H -0.1 0.1 -0.2
H 0.1 -0.1 0.1

Properties
Orbital gap in eV: 8.7306

***

One value per record, in order, for ΔE to the lowest compared entry with this formula, charge and spin: 103.5; 30.4; 69.8; 169.9; 110.0; 90.3 kcal per mole.